12
Properties=species:S:1:pos:R:3:lowdin_charge:R:1 method="wB97M-V/def2-TZVPD" e_homo_ev="-7.24 / -7.25" spin_multiplicity=1 homo_lumo_gap_ev="6.9 / 6.9" e_above_lowest_kj_mol=673.2
C -1.199 -0.316 0.019 -0.450
C -0.430 -1.405 -0.418 -0.052
C 0.499 1.483 0.680 0.108
O 1.735 -0.857 -1.066 -0.061
N 0.853 -1.054 0.087 -0.024
N 0.051 0.310 0.502 0.001
N -2.409 0.069 0.083 0.085
H 2.614 -1.003 -0.686 0.083
H -2.519 1.010 0.446 0.019
H -0.576 -2.192 -1.136 0.098
H 1.546 1.622 0.921 0.096
H -0.165 2.334 0.568 0.098


15
Properties=species:S:1:pos:R:3:lowdin_charge:R:1 method="wB97M-V/def2-TZVPD" e_homo_ev=-8.59 spin_multiplicity=1 homo_lumo_gap_ev=8.6 e_above_lowest_kj_mol=257.9 smiles="[H]/N=C(/NN)N(N)C=S"
H 0.424 -0.791 -2.158 0.110
N 1.015 -0.583 -1.217 0.073
C 0.453 -0.125 -0.174 -0.449
N 1.207 0.405 0.960 -0.108
N 2.597 0.576 0.558 -0.067
N -0.951 0.102 -0.058 -0.178
N -1.757 -0.590 -1.025 -0.007
C -1.737 0.316 0.969 -0.648
S -1.283 1.114 2.339 0.676
H 0.678 0.943 1.707 -0.017
H 2.578 0.740 -0.581 0.127
H 3.020 -0.383 0.939 0.117
H -1.740 -1.633 -0.917 0.117
H -1.693 -0.154 -2.057 0.156
H -2.812 0.063 0.715 0.100


19
Properties=species:S:1:pos:R:3:lowdin_charge:R:1 method="wB97M-V/def2-TZVPD" e_homo_ev=-8.65 spin_multiplicity=1 homo_lumo_gap_ev=9.8 e_above_lowest_kj_mol=257.2 smiles=C1N[C@H]2C[C@H]3C[C@@H]1[C@H]32
C 1.158 1.388 -0.506 -0.165
N 0.729 1.211 0.858 -0.038
C 0.527 -0.169 1.279 -0.256
C -0.931 -0.581 1.351 -0.107
C -0.978 -1.152 -0.091 -0.185
C -0.985 -0.043 -1.180 -0.087
C 0.577 0.111 -1.134 -0.239
C 0.591 -0.965 -0.079 -0.176
H 0.869 2.291 -1.016 0.118
H 2.200 1.302 -0.498 0.091
H -0.244 1.631 0.868 0.114
H 1.262 -0.436 2.007 0.124
H -1.124 -1.293 2.158 0.117
H -1.477 0.314 1.487 0.085
H -1.471 -2.134 -0.208 0.133
H -1.583 0.791 -0.771 0.107
H -1.294 -0.271 -2.200 0.103
H 1.025 -0.113 -2.101 0.130
H 1.149 -1.881 -0.224 0.131


7
Properties=species:S:1:pos:R:3:lowdin_charge:R:1 method="wB97M-V/def2-TZVPD" e_homo_ev=-10.49 spin_multiplicity=1 homo_lumo_gap_ev=11.1 e_above_lowest_kj_mol=10.2
O -0.890 -1.872 0.910 0.178
C -1.110 -0.727 0.919 -0.454
N 0.982 -0.176 -0.343 0.086
N 0.697 0.995 -0.636 -0.281
N 0.319 2.056 -0.696 0.227
O -1.399 0.404 0.960 0.156
H 1.401 -0.680 -1.114 0.088